# C10H16ClSeSnTb

A structure of composition C10H16ClSeSnTb (the ωB97M-V functional and the def2-TZVPD basis, the Open Molecules 2025 dataset).

Structure (XYZ):
```
30
Properties=species:S:1:pos:R:3:forces:R:3:mulliken_spin:R:1
Tb -0.22308 1.68016 0.01788 0.372 0.144 0.394 6.3675
Cl -1.51450 3.63719 -0.66124 -0.298 0.483 -0.565 -0.0323
C -1.87998 0.18626 0.39508 -0.735 -0.963 -0.185 -0.2566
H -1.83003 -0.46870 1.27781 0.081 0.210 -0.221 0.0130
H -1.66179 -0.42905 -0.50778 -0.131 -0.026 0.223 0.0092
H -2.91141 0.55775 0.27713 0.400 0.062 0.085 0.0023
Sn 0.64652 -0.20716 -3.08103 0.596 -0.640 -1.213 -0.5455
C 2.49765 0.60619 -3.87898 0.121 0.081 0.475 -0.0739
C -0.58818 -0.04643 -4.86920 -0.665 -0.014 0.365 -0.0588
C 0.96698 -2.27419 -2.80252 -0.391 0.463 -0.035 0.6681
H -1.07378 -1.01566 -5.03200 0.029 0.289 0.030 0.0011
H -1.34928 0.73410 -4.75426 0.181 -0.239 -0.167 0.0002
H 0.05766 0.17730 -5.72599 -0.005 0.004 0.372 -0.0084
H 3.32542 -0.05366 -3.60435 -0.056 0.174 -0.017 0.0033
H 2.41651 0.65316 -4.96904 -0.088 0.011 0.222 -0.0038
H 2.67513 1.60668 -3.47343 0.121 -0.169 -0.197 -0.0049
H 0.10831 -2.91571 -2.55917 0.567 0.073 -0.102 0.0267
H 1.96842 -2.71240 -2.74565 -0.390 0.068 0.311 0.0324
Se 0.54229 2.78820 2.36435 0.276 0.374 -0.037 -0.1287
C 0.11615 1.12427 3.17089 -0.066 -0.913 0.817 0.0037
C -1.12116 0.97002 3.84237 0.492 -0.068 -0.414 -0.0010
C -1.38566 -0.18062 4.57979 0.317 -0.265 -0.014 0.0051
C -0.41213 -1.19287 4.67902 0.202 0.404 -0.292 -0.0119
C 0.80305 -1.06680 3.97950 -0.392 -0.131 0.203 0.0084
C 1.06973 0.07869 3.23172 -0.678 0.497 -0.153 -0.0123
H -1.85870 1.76984 3.74718 0.202 -0.272 0.147 0.0000
H -2.35369 -0.29231 5.08080 0.441 0.042 -0.136 0.0001
H -0.58476 -2.06159 5.31545 -0.016 0.185 -0.286 -0.0007
H 1.54874 -1.86715 4.02284 -0.292 0.294 0.056 0.0002
H 2.00559 0.21448 2.68282 -0.194 -0.156 0.336 -0.0024
```
Forces are in eV/Å.

Largest force on an atom   0.0291 hartree/bohr
E_HOMO (alpha / beta)   -0.29151 / -0.29194 Ha
Kohn-Sham gap (alpha / beta)   5.310 / 6.591 eV
Spin multiplicity   7
LUMO energy (alpha / beta)   -0.0964 / -0.0497 Eh


# C10H16F3NO6

A cluster of 2 separate species, C10H16F3NO6 in total (the ωB97M-V functional and the def2-TZVPD basis, the Open Molecules 2025 dataset).

Structure (XYZ):
```
36
Properties=species:S:1:pos:R:3:forces:R:3:lowdin_charge:R:1
C -1.95020 -1.35649 0.16843 -0.221 -0.031 0.079 -0.0705
C -1.86423 0.14807 0.42166 -0.094 -0.413 0.309 -0.1178
C -0.69184 0.61342 1.33777 0.200 0.736 -1.001 -0.1629
C -1.24557 1.30658 2.57729 -0.031 -0.274 0.161 -0.5762
F -0.28425 1.92420 3.28388 0.054 0.043 -0.018 0.1628
F -2.17662 2.21103 2.28752 -0.046 0.097 -0.015 0.1769
F -1.81159 0.39982 3.40410 0.013 -0.080 -0.024 0.1551
C 0.12010 1.68006 0.54914 0.004 0.221 -0.183 -0.3917
O -0.24139 2.75493 0.17419 -0.041 -0.311 0.324 0.1767
O 1.36196 1.22317 0.24618 0.053 -0.002 -0.120 0.1197
C 1.54131 -0.14610 0.59046 0.135 -0.163 0.246 -0.4366
O 2.80926 -0.22099 1.20543 -0.239 0.011 -0.048 0.0660
C 1.51532 -1.06134 -0.63774 -0.066 0.108 -0.022 -0.0590
C 0.78082 -0.48740 -1.85893 0.011 0.080 -0.154 -0.0832
C 0.42443 -1.60744 -2.82380 0.325 -0.355 -0.366 -0.4916
N -0.92200 -1.70957 -3.27686 0.144 0.461 0.257 0.1212
O 1.26415 -2.39258 -3.19532 -0.412 0.113 0.414 0.0985
C 0.46737 -0.32413 1.67987 0.076 0.001 1.058 -0.2203
O 0.20644 -1.66078 2.03663 0.035 0.024 -0.334 0.0309
H -2.25989 -1.88667 1.06948 0.088 0.033 -0.029 0.0852
H -1.00703 -1.79493 -0.14849 -0.067 0.015 -0.093 0.0528
H -2.71147 -1.54640 -0.59237 0.083 0.021 -0.008 0.0801
H -2.80118 0.44968 0.89172 0.063 0.089 -0.055 0.1226
H -1.82399 0.70135 -0.51633 0.041 0.000 0.019 0.1142
H 3.00137 -1.15692 1.35240 0.060 0.104 -0.060 0.1205
H 2.55337 -1.22272 -0.92807 -0.074 -0.104 0.009 0.1357
H 1.10860 -2.02811 -0.33015 0.007 0.029 -0.041 0.1253
H 1.46217 0.19835 -2.36713 -0.115 0.070 -0.013 0.1411
H -0.11107 0.07797 -1.59352 0.044 -0.035 0.053 0.0930
H -1.39316 -0.81422 -3.20088 -0.057 -0.091 0.164 0.0805
H -1.44304 -2.37790 -2.71910 0.069 -0.273 -0.327 0.0881
H 0.96210 0.17121 2.52291 0.005 -0.077 -0.026 0.1692
H 0.24598 -1.73778 2.99530 -0.049 0.010 -0.096 0.1188
O 1.80085 3.82540 -1.88883 0.157 0.024 -0.086 -0.0614
H 1.21469 4.54258 -1.63152 -0.064 -0.042 0.017 0.0314
H 1.89824 3.30465 -1.08529 -0.089 -0.040 0.009 0.0046
```
Forces are in eV/Å.

Largest force on an atom   0.0245 hartree/bohr
E_HOMO   -0.37868 Ha
Kohn-Sham gap   10.448 eV
Spin multiplicity   1
LUMO energy   0.0053 Eh
Relative energy (zero: lowest compared OMol25 entry of this formula, charge and spin)   0.0 kJ/mol


# C10H16F8INO3PS

A cluster of 2 separate species, C10H16F8INO3PS in total (the ωB97M-V functional and the def2-TZVPD basis, the Open Molecules 2025 dataset).

Structure (XYZ):
```
41
Properties=species:S:1:pos:R:3:forces:R:3:lowdin_charge:R:1
C -5.92619 1.81718 -3.38273 0.490 0.511 -0.920 -0.0616
C -4.77987 0.83145 -3.33371 -0.430 0.477 -0.925 -0.5255
C -4.77657 -0.19006 -4.44175 -0.582 -0.709 0.735 -0.0712
N -3.91096 0.94229 -2.44969 -0.824 -0.363 1.884 -0.0230
P -3.56045 -0.51422 -1.40021 -0.104 0.240 0.119 0.3241
S -2.92230 -2.20809 -0.08880 -0.306 -0.580 0.810 0.3428
O -2.73957 0.53182 -0.31114 0.120 -0.372 -0.175 -0.3824
C -1.60906 1.06805 -0.87743 0.043 -0.190 -0.608 -0.3630
C -1.15458 0.10250 -2.02203 0.536 1.031 0.577 -0.8031
I 0.72831 -0.85603 -1.34684 0.341 -0.207 -0.103 0.7325
O -2.06460 -0.79747 -2.34090 -0.729 -0.087 0.140 -0.3857
H -6.10085 2.25041 -2.41493 -0.068 0.022 0.424 0.0626
H -6.82708 1.38153 -3.79952 -0.245 -0.204 0.011 0.0600
H -5.64100 2.62442 -4.05515 -0.080 0.319 -0.193 0.0667
H -5.71070 -0.74426 -4.42377 -0.304 -0.175 -0.167 0.0682
H -4.69640 0.26741 -5.41832 0.151 0.301 -0.229 0.0703
H -3.98831 -0.89688 -4.25390 0.475 -0.197 -0.259 0.0491
H -4.71390 -0.30515 -0.58456 0.224 0.130 -0.028 -0.0015
H -4.36711 -1.40877 -2.17075 0.792 -0.100 -0.473 -0.0149
H -2.42567 -3.13476 -0.92108 -0.124 0.220 -0.279 -0.2404
H -1.80940 2.04327 -1.32487 -0.253 0.213 -0.310 0.0960
H -0.82966 1.23127 -0.15176 0.280 -0.194 0.396 0.0655
H -0.81735 0.70208 -2.85126 0.406 -0.044 -0.510 0.0600
C 5.46413 -0.60617 4.02247 0.494 -0.307 0.548 -0.0571
C 4.74724 0.72352 4.29207 0.297 0.103 -0.433 -0.4411
C 3.22878 0.66984 4.44901 -0.385 0.159 0.062 -0.3021
F 2.64033 0.23271 3.32037 0.007 0.174 0.329 0.1042
F 2.77115 1.92184 4.70504 0.098 -0.100 0.010 0.0934
F 5.08565 1.61828 3.34036 -0.058 0.030 0.100 0.1346
F 5.24221 1.19618 5.47662 -0.138 -0.117 0.144 0.0944
O 5.79108 -0.88523 2.68288 -0.323 0.329 -0.223 0.0484
C 4.85697 -1.49615 1.88175 0.180 -0.312 0.373 -0.5385
C 4.46032 -0.60389 0.70763 -0.219 0.227 -0.450 -0.2911
F 3.92694 0.55131 1.15618 0.127 -0.135 -0.102 0.0944
F 3.53769 -1.24095 -0.03757 0.254 -0.111 0.140 0.0002
F 3.78858 -1.89160 2.59519 0.017 -0.147 -0.269 0.1502
F 5.43824 -2.61095 1.38120 -0.055 -0.004 -0.134 0.1427
H 6.42796 -0.51901 4.52049 0.039 0.136 -0.011 0.1462
H 4.95980 -1.44626 4.49987 -0.230 0.117 -0.041 0.1464
H 2.94589 0.01992 5.28288 0.036 -0.004 -0.028 0.1734
H 5.33032 -0.37137 0.08864 0.050 -0.079 0.065 0.1758
```
Forces are in eV/Å.

Largest force on an atom   0.0406 hartree/bohr
E_HOMO   -0.15639 Ha
Kohn-Sham gap   6.454 eV
Spin multiplicity   1
Total charge   -1
LUMO energy   0.0808 Eh


# C10H16N2O

The molecule C10H16N2O (the ωB97M-V functional and the def2-TZVPD basis, the Open Molecules 2025 dataset).

Structure (XYZ):
```
29
Properties=species:S:1:pos:R:3:forces:R:3:lowdin_charge:R:1
C -0.75196 -1.78236 1.09248 0.855 0.373 -0.703 -0.1141
C -0.11211 -0.53071 1.95362 -1.578 -4.358 0.927 -0.1920
C -1.16056 0.58858 2.13970 0.561 -1.594 -1.185 -0.2247
C -1.65987 1.09041 0.77586 -0.182 2.229 0.006 -0.1823
C -0.62659 1.86241 -0.09965 0.421 -0.268 2.165 -0.1463
C 0.63759 1.10355 -0.35573 1.487 2.277 0.837 -0.2483
C 2.85032 0.96894 -0.03108 1.508 0.944 -0.358 -0.1336
C 2.96812 0.02115 -1.08125 -0.767 0.291 -0.849 -0.1403
C 0.75489 0.09455 -1.34410 1.162 -0.295 -2.403 -0.2649
C -0.78866 -1.34303 -2.70914 -0.198 -0.169 -0.938 -0.0638
H -1.77678 -1.95682 1.44880 0.615 -0.531 0.807 0.0683
H -0.00134 -2.59702 1.15901 -0.955 -0.021 0.646 0.0646
H -0.98165 -1.86890 0.00360 0.630 1.421 0.280 0.0365
H 0.15284 -1.32110 2.89562 -0.671 3.108 -1.748 0.1572
H 0.81673 -0.13642 1.58000 0.198 -0.260 -0.056 0.0495
H -0.68919 1.31794 2.72584 0.522 1.617 0.650 0.0856
H -2.03180 0.28028 2.69231 -0.269 -0.526 0.312 0.0980
H -2.41115 1.96816 1.03243 0.612 -2.326 -0.876 0.1456
H -1.95413 0.24688 0.10756 -0.744 0.727 0.924 0.1019
H -0.32124 2.80533 0.44738 -0.326 -0.989 -0.823 0.1339
H -1.07877 2.07445 -1.02989 -0.665 0.489 -1.012 0.0962
H 3.89147 1.28812 0.36120 -2.160 -0.378 -0.108 0.1195
H 3.91758 -0.45331 -1.38411 -0.311 0.695 0.552 0.1023
H -1.91537 -1.46365 -2.72660 1.263 0.468 0.453 0.0974
H -0.53158 -1.08871 -3.79290 0.147 -0.686 1.507 0.1038
H -0.37568 -2.33525 -2.33297 -0.060 1.488 -0.560 0.1035
N 1.69881 1.69405 0.28600 1.435 -3.937 -2.338 0.1236
N 1.94674 -0.32611 -1.94068 -2.373 0.894 4.037 0.1534
O -0.46665 -0.20140 -1.87334 -0.157 -0.681 -0.144 -0.1306
```
Forces are in eV/Å.

Largest force on an atom   0.0933 hartree/bohr
E_HOMO   -0.32053 Ha
Kohn-Sham gap   8.930 eV
Spin multiplicity   1
LUMO energy   0.0076 Eh
Relative energy (zero: lowest compared OMol25 entry of this formula, charge and spin)   287.6 kJ/mol